This record from the Open Molecules 2025 dataset describes C27H42N4O2PSSc as an isolated structure. The level of theory is ωB97M-V with the def2-TZVPD basis set.

CARTESIAN COORDINATES (ANGSTROEM)
Sc (-0.21910, -0.25974, 0.89874)
S (-0.11839, -2.37681, -0.61883)
P (2.37373, -0.66149, 1.60700)
O (0.01397, 1.18364, -0.61866)
O (-2.08921, 0.68624, -0.21441)
N (-1.50273, -4.66034, 0.06054)
N (-2.93124, 3.15680, -0.41273)
N (-1.23531, 0.30610, 2.53775)
N (-2.69237, -3.21013, -0.99004)
C (-2.90707, 2.06429, 2.98790)
C (-1.62641, 1.64031, 2.59493)
C (3.29339, -0.35931, 0.03284)
C (3.37508, 1.14396, -0.24699)
C (-2.75974, -5.20860, -0.11843)
C (3.12504, 0.19213, 3.07146)
C (-0.40144, -5.34027, 0.72902)
C (-1.21843, 1.47211, -0.64296)
C (4.64932, 0.32702, 3.06416)
C (-2.03483, -0.69443, 3.14586)
C (-3.47454, -2.80062, 4.27249)
C (-1.07305, 3.96317, 2.11418)
C (3.82348, -2.94451, 2.58133)
C (-2.22537, -0.75313, 4.52606)
C (2.48121, -2.46308, 2.02710)
C (-3.29773, -2.74275, 2.90076)
C (-1.46889, -3.43316, -0.47848)
C (-2.35087, 4.36922, 2.49057)
C (-2.59584, -1.68167, 2.33800)
C (-3.50747, -4.30169, -0.78032)
C (-1.65667, 2.84375, -1.12395)
C (4.64637, -1.04701, -0.14167)
C (-3.25332, 3.40398, 2.94117)
C (2.45987, 1.53865, 3.35075)
C (-2.94767, -1.79624, 5.07885)
C (1.36747, -2.78177, 3.02995)
C (-0.71730, 2.62193, 2.16785)
H (2.41209, 1.64568, -0.12601)
H (-2.61746, 5.41721, 2.49528)
H (-3.09485, -1.83354, 6.14949)
H (-3.56923, 3.73070, -0.96456)
H (1.42282, -3.82863, 3.33229)
H (1.37867, 1.43845, 3.46747)
H (5.15880, -0.62347, 2.93149)
H (-3.00071, -6.19563, 0.23137)
H (-0.33679, 4.69807, 1.81328)
H (-0.57910, -5.35843, 1.80276)
H (-4.52419, -4.34075, -1.12377)
H (-3.73531, -3.50092, 2.26406)
H (4.66372, -2.70753, 1.93299)
H (0.30907, 2.34461, 1.93648)
H (-2.54612, -1.58587, 1.25284)
H (-2.92518, -2.38043, -1.51264)
H (5.38156, -0.69118, 0.57694)
H (1.46709, -2.18375, 3.93865)
H (2.61018, -0.79602, -0.71180)
H (-3.62850, 1.33686, 3.33535)
H (-2.73720, 3.63747, 0.49532)
H (-1.78571, 0.00786, 5.15762)
H (4.96624, 0.73780, 4.02357)
H (-4.23952, 3.70407, 3.27024)
H (-1.82392, 2.83220, -2.20082)
H (0.36478, -2.61068, 2.62274)
H (-0.33055, -6.35555, 0.34687)
H (-0.90640, 3.59143, -0.88039)
H (4.09940, 1.62998, 0.40407)
H (2.66830, 2.25664, 2.55455)
H (-3.37788, 2.25351, -0.17868)
H (2.85498, -0.48353, 3.89096)
H (-4.03499, -3.61171, 4.71505)
H (4.02024, -2.52408, 3.56764)
H (5.02883, -0.82459, -1.13861)
H (3.79293, -4.02870, 2.69666)
H (2.85628, 1.95786, 4.27577)
H (4.56989, -2.13034, -0.05791)
H (2.27909, -2.98014, 1.08231)
H (3.70063, 1.30492, -1.27460)
H (4.99194, 1.01359, 2.29284)
H (0.51789, -4.80389, 0.51297)

Forces on the atoms, in the same order (eV/Å):
-0.39 -0.43 -0.12
0.11 0.13 0.13
0.11 -0.09 0.07
0.08 0.18 0.01
0.05 -0.11 -0.03
-0.05 0.11 -0.06
-0.06 -0.05 0.13
0.02 0.19 -0.07
0.04 -0.02 0.01
-0.05 -0.06 -0.05
0.04 0.07 0.07
-0.03 -0.06 -0.01
-0.03 0.02 0.01
-0.07 0.03 -0.04
0.01 -0.01 -0.02
0.06 0.01 0.04
0.05 0.02 -0.07
-0.02 -0.02 0.01
0.01 0.00 0.01
-0.01 -0.01 -0.04
-0.06 0.02 0.01
0.03 0.00 -0.02
0.13 -0.11 -0.01
0.07 0.02 0.01
0.00 -0.02 0.03
-0.04 0.06 0.03
0.04 -0.01 0.01
-0.01 0.02 -0.09
0.02 -0.06 0.03
0.03 0.03 0.02
-0.02 0.00 -0.04
0.00 -0.01 0.00
-0.04 -0.02 0.00
0.02 0.03 0.00
-0.04 -0.03 -0.06
0.10 0.02 0.00
0.04 -0.02 0.00
0.00 0.02 0.00
0.00 -0.01 0.02
0.04 0.00 0.05
-0.01 -0.02 -0.01
0.09 -0.03 0.04
0.01 -0.01 -0.03
-0.01 -0.03 0.01
0.01 0.02 0.00
0.01 0.00 0.00
-0.04 -0.01 -0.01
-0.01 -0.01 -0.02
-0.02 -0.01 0.06
-0.13 0.03 -0.01
-0.02 0.02 0.09
0.02 -0.01 0.03
0.02 0.01 0.03
-0.03 -0.01 -0.01
0.03 0.01 0.03
0.01 -0.02 0.01
-0.06 -0.09 -0.15
-0.01 0.04 0.01
0.01 0.01 0.01
-0.02 0.01 0.00
-0.01 -0.03 0.03
-0.02 0.01 -0.01
0.01 0.00 0.01
-0.02 -0.01 -0.02
0.03 0.02 0.04
-0.02 0.02 -0.03
0.03 0.14 -0.05
-0.02 0.02 -0.01
-0.01 -0.02 0.01
-0.01 0.02 0.02
0.00 0.01 -0.02
-0.01 -0.02 0.01
0.01 0.02 0.01
0.00 0.03 -0.03
-0.02 0.03 0.03
0.01 0.00 -0.01
0.00 0.03 -0.05
0.00 -0.01 0.01

Summary:
HOMO energy: -13.10 eV
Charge: +2

These are the Löwdin partial charges, in e, on atoms 1 to 4: atom 1 (Sc): 0.83, atom 2 (S): 0.70, atom 3 (P): 1.03, atom 4 (O): -0.07

This record from the Open Molecules 2025 dataset describes C27H42N5O2PSSiTc as an isolated structure. The level of theory is ωB97M-V with the def2-TZVPD basis set.

CARTESIAN COORDINATES (ANGSTROEM)
Tc (0.82160, -0.23566, -0.63068)
S (-0.84370, -0.27581, -2.45185)
P (2.84049, -0.02312, 0.87052)
Si (-1.42747, 0.70421, 1.50951)
O (2.79624, 2.50475, -2.63407)
O (2.07885, -1.86267, -1.87544)
N (-0.02822, 2.72577, -2.55491)
N (2.25606, 0.34173, -2.03678)
N (-0.04785, 1.99559, -3.73943)
N (-0.34330, -1.69459, 0.58713)
N (-0.60350, 0.18914, -5.00216)
C (-0.03227, -4.16045, 1.08346)
C (0.09140, 1.29956, 0.52488)
C (3.93943, 0.61683, -3.67873)
C (4.13331, -1.23577, 0.47608)
C (-1.53203, -2.26768, -0.15615)
C (0.63747, -2.81269, 0.85940)
C (-3.12613, 1.66766, -0.55468)
C (-4.04300, -0.11081, 0.76538)
C (2.94990, 1.31572, -2.75754)
C (-0.44277, 0.73051, -3.79813)
C (-5.35884, 0.88911, -0.97698)
C (-1.94619, 3.15928, 5.41989)
C (2.63911, -0.09987, 2.67327)
C (2.60821, -0.90002, -2.44982)
C (-4.30992, 1.74817, -1.27339)
C (-0.83248, -1.06190, 1.86324)
C (-1.63159, 1.66649, 3.07732)
C (-0.88218, 2.27372, 5.30159)
C (-2.85449, 3.29826, 4.38157)
C (-2.70034, 2.55504, 3.21955)
C (3.62419, 1.59492, 0.63610)
C (-2.96829, 0.73401, 0.47207)
C (-0.78448, -4.61637, -0.18487)
C (3.60780, -0.87319, -3.56711)
C (-1.11282, -3.40728, -1.06810)
C (-0.72914, 1.53666, 4.13914)
C (-5.22623, -0.04059, 0.04569)
H (-1.93242, -3.63411, -1.74998)
H (-0.18272, 2.15499, 6.11851)
H (-2.22346, -2.65571, 0.59632)
H (-0.69118, -4.12121, 1.95252)
H (4.94174, 0.84626, -3.31181)
H (4.60918, -0.96190, -0.46597)
H (0.76054, -4.86431, 1.33936)
H (-0.21373, -5.36336, -0.73449)
H (1.22903, -2.51699, 1.72336)
H (-3.68767, 3.98132, 4.47869)
H (-0.68280, 3.49598, -2.63113)
H (-0.26437, -3.11169, -1.69044)
H (-3.96933, -0.82911, 1.57613)
H (-0.84908, -0.78482, -5.07263)
H (0.92299, 3.06374, -2.41996)
H (-4.42191, 2.48583, -2.05771)
H (3.72434, -2.24005, 0.38099)
H (-6.04844, -0.70039, 0.28885)
H (4.89309, -1.22748, 1.25802)
H (2.16986, -1.01894, 3.01519)
H (0.18119, 2.47009, -4.60544)
H (0.09573, 0.83374, 4.07545)
H (0.00827, -0.99553, 2.55626)
H (2.90521, 2.39656, 0.79685)
H (-1.72231, -5.09174, 0.10538)
H (3.87283, 1.02671, -4.68415)
H (0.79369, 1.70679, 1.25767)
H (-2.31541, 2.34569, -0.79712)
H (4.45555, -1.51983, -3.34499)
H (-1.57273, -1.71365, 2.33225)
H (1.30736, -2.89834, 0.00170)
H (-2.07018, 3.73476, 6.32749)
H (-0.15462, 2.10481, -0.17231)
H (-2.06036, -1.45858, -0.65487)
H (-0.59474, 0.73816, -5.84887)
H (4.43607, 1.69789, 1.35784)
H (3.63111, -0.03196, 3.12262)
H (-6.28410, 0.95134, -1.53426)
H (-3.42428, 2.66416, 2.42022)
H (3.13119, -1.27357, -4.46405)
H (2.04950, 0.75228, 3.01142)
H (4.03058, 1.69351, -0.36787)

Forces on the atoms, in the same order (eV/Å):
-0.09 -0.40 0.11
-0.08 0.08 0.06
-0.06 -0.04 -0.01
-0.01 -0.04 -0.02
0.01 0.00 0.00
-0.07 0.06 0.09
0.03 -0.04 0.09
0.08 0.16 -0.13
-0.10 -0.08 -0.08
0.18 0.17 -0.08
0.07 -0.03 -0.06
0.10 -0.06 -0.06
0.01 0.07 -0.03
0.06 0.01 0.07
-0.01 0.03 -0.01
0.06 0.09 -0.01
-0.07 -0.03 0.00
0.00 -0.01 0.01
-0.03 0.00 0.04
0.02 -0.02 0.00
0.05 0.01 0.03
0.01 0.02 -0.02
0.00 0.00 0.01
-0.02 0.02 -0.03
0.06 0.06 0.01
-0.02 -0.01 0.00
-0.08 -0.08 -0.12
0.01 -0.04 0.03
0.00 0.00 0.00
0.00 0.00 -0.01
0.01 0.01 -0.01
0.03 -0.03 0.03
0.01 0.09 -0.02
-0.04 0.03 0.04
-0.08 -0.05 -0.05
-0.06 0.00 0.08
-0.02 0.00 0.00
0.01 -0.01 0.01
0.00 0.00 0.00
0.00 0.00 0.00
0.00 0.00 0.02
-0.03 0.06 -0.02
0.01 0.01 -0.03
-0.01 -0.04 -0.01
-0.06 -0.05 0.03
0.05 0.05 -0.02
0.02 0.00 0.03
0.00 0.00 0.00
0.01 0.03 0.00
0.02 -0.01 0.00
0.01 0.00 0.00
-0.02 0.01 0.01
-0.01 0.05 0.09
0.00 0.00 0.00
-0.02 0.01 0.02
0.00 0.00 0.00
0.01 0.03 0.00
0.02 -0.04 -0.03
0.00 0.00 -0.01
0.00 0.00 0.01
0.01 0.03 -0.02
-0.01 0.01 0.01
0.03 -0.06 0.01
-0.03 0.00 0.00
0.00 0.00 -0.01
0.01 0.01 -0.01
0.00 0.01 0.02
0.01 -0.04 0.02
-0.01 0.01 0.02
0.00 0.00 0.00
0.02 -0.01 -0.08
0.04 -0.03 0.00
-0.02 0.00 0.00
0.00 0.00 -0.01
0.00 0.02 0.00
0.00 0.00 0.00
0.00 0.00 0.00
0.02 -0.01 0.00
-0.02 -0.01 0.00
-0.02 -0.01 0.01

Summary:
HOMO energy (spin up / spin down): -13.68 / -13.68 eV
<S²>: 3.7861
Multiplicity: 4
Charge: +2

These are the Löwdin partial charges, in e, on atoms 1 to 4: atom 1 (Tc): 1.31, atom 2 (S): 0.77, atom 3 (P): 0.80, atom 4 (Si): 0.64

How do the records compare in E_tot? In the order shown, they have -79552.355 -70415.194 eV.